[1]
The following is a DFT calculation (ωB97M-V/def2-TZVPD) of a structure of composition C55H50I2KN4O4P2S.

Last column: Mulliken charge in e.
Geometry (Å):
K: -0.10113 1.57004 0.97554  0.961
I: -2.43687 5.47826 6.92476  -0.023
C: -2.30760 4.03082 5.41350  -0.675
C: -2.01670 2.71695 5.73160  -0.312
C: -1.94055 1.78533 4.71885  -0.075
I: -1.51553 -0.21958 5.14762  -0.013
C: -2.13434 2.09275 3.34610  -0.619
O: -2.01946 1.21400 2.42610  -0.124
C: -2.44874 3.46467 3.05429  1.184
C: -2.78007 3.92121 1.63924  -1.986
N: -1.72466 4.18348 0.66365  0.052
C: -0.62987 4.96750 1.15903  -0.422
C: 0.49284 5.18096 0.18410  0.523
C: 1.72767 5.59231 0.69583  -0.508
C: 2.79127 5.74086 -0.17272  -0.396
C: 2.59406 5.46954 -1.51996  -0.501
C: 1.33328 5.07783 -1.92962  -0.299
N: 0.29676 4.94283 -1.10630  -0.431
C: -2.52613 4.38290 4.08327  0.013
H: -1.84807 2.41965 6.75890  0.381
H: -3.34488 4.85615 1.74731  0.400
H: -3.44906 3.18742 1.18390  0.396
H: -1.43405 3.34698 0.16701  -0.176
H: -0.18370 4.56063 2.08271  0.315
H: -1.03379 5.94875 1.45339  0.397
H: 1.84836 5.72327 1.76270  0.376
H: 3.76777 6.02535 0.20046  0.380
H: 3.40152 5.53594 -2.23765  0.379
H: 1.14301 4.84403 -2.97567  0.413
H: -2.77693 5.41107 3.84097  0.351
C: -0.38904 -4.19721 4.21570  -0.460
S: -0.58437 -5.55693 3.04934  -0.175
C: -2.11768 -5.08828 2.19920  -1.208
C: -1.93884 -4.25373 0.94249  -0.434
C: -1.31394 -2.89378 1.25053  -0.109
N: -1.14610 -2.02253 0.07811  0.414
P: -2.36736 -0.85143 -0.33806  0.784
C: -3.84540 -1.54617 0.45193  0.275
C: -4.73551 -2.42651 -0.16188  -0.505
C: -5.85157 -2.87945 0.52955  -0.603
C: -6.08086 -2.45965 1.83350  -0.683
C: -5.20638 -1.56899 2.44125  -0.892
C: -4.09966 -1.09793 1.74930  -0.675
C: -2.68460 -1.23520 -2.08745  0.178
C: -2.32428 -2.43122 -2.70427  -0.197
C: -2.55671 -2.62201 -4.05748  -0.760
C: -3.15993 -1.62160 -4.80701  -0.646
C: -3.52565 -0.42957 -4.20113  -0.670
C: -3.27832 -0.23157 -2.84835  -0.697
P: 0.37574 -1.77768 -0.63882  1.439
C: 0.89647 -3.48307 -1.15910  0.196
C: 0.87412 -3.74542 -2.53035  -0.585
C: 1.20724 -5.00134 -3.02231  -0.728
C: 1.57410 -6.00951 -2.14718  -0.626
C: 1.61913 -5.75911 -0.78200  -0.694
C: 1.29119 -4.50479 -0.29268  -0.282
C: 1.53090 -1.55145 0.75565  0.981
C: 1.16612 -1.01684 1.98760  -0.393
C: 2.10939 -0.77188 2.97565  -0.954
C: 3.44816 -1.04245 2.74144  -0.721
C: 3.83077 -1.56179 1.51510  -0.831
C: 2.88244 -1.82116 0.53853  -0.731
H: 0.47582 -4.44598 4.83102  0.412
H: -1.26338 -4.11403 4.86119  0.287
H: -0.20300 -3.23719 3.73122  -0.064
H: -2.75166 -4.56054 2.91780  0.401
H: -2.62546 -6.02371 1.96009  0.497
H: -2.92239 -4.13157 0.49005  0.143
H: -1.31322 -4.78735 0.22514  0.246
H: -0.33503 -3.07205 1.69756  -0.431
H: -1.89312 -2.38978 2.02652  0.426
H: -4.55572 -2.75878 -1.17608  0.405
H: -6.54087 -3.56555 0.05020  0.436
H: -6.95100 -2.81640 2.37181  0.362
H: -5.38847 -1.22441 3.45282  0.493
H: -3.42108 -0.37410 2.20212  0.554
H: -1.85835 -3.21278 -2.11956  0.687
H: -2.26360 -3.55549 -4.52591  0.440
H: -3.33604 -1.76795 -5.86680  0.376
H: -3.98737 0.35871 -4.78402  0.452
H: -3.52307 0.71834 -2.38373  0.378
H: 0.58873 -2.94927 -3.21074  0.565
H: 1.18531 -5.18805 -4.09018  0.429
H: 1.83515 -6.99088 -2.52686  0.374
H: 1.90876 -6.54482 -0.09371  0.422
H: 1.34014 -4.31855 0.77303  0.308
H: 0.13635 -0.76338 2.21385  0.482
H: 1.77938 -0.34857 3.91744  0.386
H: 4.19147 -0.83725 3.50283  0.384
H: 4.87669 -1.75968 1.31170  0.386
H: 3.20655 -2.22081 -0.41597  0.500
N: -0.83183 2.04387 -1.68306  -0.332
C: -0.28426 1.73483 -2.64107  -0.505
C: 0.49426 1.31092 -3.75535  0.961
C: 0.14394 1.65675 -5.05641  -0.379
C: 0.91548 1.19436 -6.10921  -0.723
C: 2.02113 0.39231 -5.86344  -0.513
C: 2.36869 0.05285 -4.56382  -1.568
C: 1.61394 0.50949 -3.49624  0.100
H: -0.72571 2.27592 -5.23709  0.549
H: 0.65177 1.45827 -7.12588  0.424
H: 2.61626 0.03052 -6.69366  0.400
H: 3.23592 -0.56893 -4.37644  0.515
H: 1.87130 0.30236 -2.46249  1.000
O: 3.79868 2.23058 -2.41288  -0.162
C: 4.62096 2.27260 -1.32154  0.922
C: 5.99665 2.44163 -1.48222  -0.731
C: 6.82964 2.51319 -0.37944  -0.593
C: 6.28875 2.43213 0.89678  -0.894
C: 4.92087 2.28307 1.04751  -0.900
C: 4.06195 2.18448 -0.04518  0.470
C: 2.56436 2.00002 0.23240  0.395
O: 2.15034 2.59739 1.25604  -0.933
O: 1.91950 1.27409 -0.54953  -0.028
H: 4.32370 2.37077 -3.20859  0.190
H: 6.40643 2.51837 -2.48597  0.370
H: 7.89652 2.63937 -0.52056  0.374
H: 6.92854 2.49478 1.76951  0.413
H: 4.46671 2.24419 2.02926  0.474

The spin multiplicity is 1. The calculation puts the total energy at -4922.25919 a.u. Its HOMO energy is -4.6691 eV. The maximum force comes out at 0.989 eV/A. The LUMO energy comes out at 2.086 eV. Its total charge is -1.



[2]
The following is a DFT calculation (ωB97M-V/def2-TZVPD) of a structure of composition C10H11NO.

Last column: Mulliken charge in e.
Geometry (Å):
C: -3.23413 -0.68539 -0.18406  -0.141
C: -2.55589 0.56538 0.15730  -0.316
C: -2.43601 0.93752 1.44412  -0.039
C: -1.79985 2.13044 1.87866  -0.686
C: -1.25169 3.13887 2.27199  0.276
C: 2.98733 -0.28479 -1.92112  -1.403
C: 2.34484 -0.46422 -0.56884  0.200
C: 1.88556 -1.80975 -0.11555  -0.713
C: 0.86476 -0.76767 -0.50030  0.070
C: 0.06429 -0.15311 0.53424  -0.053
H: -3.62256 -1.26524 0.68971  0.286
H: -2.15108 1.16637 -0.65227  0.446
H: -2.85214 0.29200 2.21941  0.260
H: -0.77163 4.08547 2.61725  0.383
H: 2.55688 -0.97324 -2.66607  0.307
H: 2.85373 0.74240 -2.29939  0.324
H: 4.05330 -0.49323 -1.86769  0.364
H: 2.70590 0.19671 0.21015  0.400
H: 1.96240 -2.05857 0.94759  0.275
H: 2.01024 -2.64040 -0.79849  0.252
H: 0.32365 -0.90042 -1.45709  0.405
N: -0.55598 0.33331 1.38037  -0.364
O: -3.38192 -1.09243 -1.31991  -0.533

The spin multiplicity is 1. The calculation puts the total energy at -517.43509 a.u. Its HOMO energy is -8.5021 eV. The maximum force comes out at 5.027 eV/A. The LUMO energy comes out at 0.102 eV. Its total charge is 0.



[3]
The following is a DFT calculation (ωB97M-V/def2-TZVPD) of the ion C5H13NO2P with charge +1.

Last column: Mulliken charge in e.
Geometry (Å):
C: 2.68819 0.20439 0.29491  -1.047
N: 1.28291 0.45283 0.61163  -0.317
C: 0.07154 -0.41143 -0.21585  0.421
C: 0.51047 -0.20241 -1.67372  -1.623
P: 0.22391 -2.11962 0.47504  -0.028
C: -1.10959 0.54251 0.02154  0.744
O: -0.90244 1.73555 0.14676  -0.593
O: -2.17630 -0.15538 -0.02864  -0.220
C: -3.51871 0.41639 0.21300  -0.610
H: 2.89468 -0.29167 -0.61084  0.367
H: 3.27864 1.16668 0.34909  0.343
H: 3.08313 -0.41574 1.16732  0.414
H: 1.27529 0.28653 1.61853  0.414
H: 1.03781 1.42159 0.18411  0.408
H: -0.40166 -0.18716 -2.23420  0.424
H: 1.15094 -1.03286 -1.92182  0.461
H: 1.02813 0.66603 -1.83964  0.454
H: 1.57094 -1.96278 0.95398  0.063
H: -0.36268 -1.82054 1.78338  0.089
H: -4.07334 0.40019 -0.77544  0.268
H: -3.43910 1.55455 0.54797  0.313
H: -4.11278 -0.24766 0.93291  0.255

The spin multiplicity is 1. The calculation puts the total energy at -744.58202 a.u. Its HOMO energy is -14.0531 eV. The maximum force comes out at 4.244 eV/A. The LUMO energy comes out at -2.969 eV. Its total charge is +1.



[4]
The following is a DFT calculation (ωB97M-V/def2-TZVPD) of a cluster of 9 separate species, H18O9 in total.

Last column: Mulliken charge in e.
Geometry (Å):
O: -0.29451 2.77082 -1.27668  -0.606
H: -0.19592 2.01264 -0.68504  0.320
H: 0.40031 3.37770 -1.00486  0.309
O: 3.91410 0.70828 2.34106  -0.641
H: 3.90565 0.50569 3.28129  0.295
H: 3.43021 -0.02230 1.91238  0.397
O: 2.53280 -1.50484 1.12260  -0.641
H: 2.44757 -2.10615 1.87268  0.289
H: 3.32787 -1.80223 0.66126  0.312
O: 1.97202 -0.21538 -2.07956  -0.625
H: 1.41461 -0.25884 -1.27493  0.420
H: 2.73905 -0.76323 -1.89487  0.291
O: -2.52919 -0.30397 -0.00190  -0.616
H: -3.24965 -0.53985 -0.59956  0.314
H: -2.30649 -1.13098 0.44938  0.229
O: 0.29921 0.22065 0.15815  -0.705
H: -0.66872 0.14255 0.11233  0.410
H: 0.58876 -0.43179 0.80568  0.248
O: -2.20258 0.13071 -3.13463  -0.658
H: -1.86649 0.63062 -2.38171  0.346
H: -1.57839 0.32573 -3.84129  0.314
O: -2.88584 2.61780 0.71596  -0.640
H: -2.85777 1.80411 0.19859  0.326
H: -2.42870 3.26648 0.16797  0.343
O: -1.47774 -2.79637 1.42677  -0.638
H: -1.49799 -3.52541 0.79572  0.320
H: -0.93217 -3.11244 2.15319  0.287

The spin multiplicity is 1. The calculation puts the total energy at -687.94928 a.u. Its HOMO energy is -10.6723 eV. The maximum force comes out at 0.523 eV/A. The LUMO energy comes out at -0.511 eV. Its total charge is 0.



[5]
The following is a DFT calculation (ωB97M-V/def2-TZVPD) of a structure of composition C48H36ClN7O2P2RuSe2.

Last column: Mulliken charge in e.
Geometry (Å):
Ru: 0.39717 -0.34447 2.40807  0.848
Cl: 4.84547 -5.70005 5.50328  -0.194
C: 3.63189 -4.68193 4.78429  0.100
C: 2.24465 -5.02079 4.90949  -0.448
C: 1.29364 -4.16139 4.61938  -0.730
C: 1.58799 -2.79210 4.18115  0.509
O: 0.59746 -1.94736 3.98035  -0.903
C: 2.95966 -2.44307 4.11358  0.359
C: 3.27234 -1.04519 4.09057  -0.618
N: 2.50662 -0.12286 3.52821  0.618
C: 2.72137 1.14274 4.02540  -0.294
C: 3.93708 1.67782 4.40536  -0.553
C: 4.00362 2.81244 5.21357  -0.858
C: 2.84325 3.40468 5.52393  -0.831
C: 1.61409 2.98169 4.97574  0.908
C: 0.38637 3.62342 5.29761  -0.706
C: -0.78319 3.04390 4.86500  -0.949
C: -0.79969 1.87690 4.08632  -0.340
N: 0.33752 1.27793 3.80214  0.019
C: 1.51995 1.87145 4.18723  0.951
C: 3.97913 -3.43470 4.38675  -0.847
H: 2.03804 -6.04686 5.12886  0.407
H: 0.26068 -4.47833 4.70509  0.463
H: 4.15327 -0.63967 4.63037  0.403
H: 4.79097 1.11565 4.07401  0.683
H: 4.98083 3.09240 5.60765  0.432
H: 2.76420 4.24115 6.28028  0.322
H: 0.35243 4.55707 5.86002  0.444
H: -1.73218 3.45640 5.08960  0.455
H: -1.73068 1.51861 3.73846  0.577
H: 5.02085 -3.10304 4.48706  0.417
Se: -4.87127 2.83754 -0.99609  0.099
P: -2.91595 2.36350 -1.75784  0.670
C: -2.95048 1.17281 -3.07433  0.699
C: -4.06470 0.35795 -3.34359  -0.886
C: -3.98317 -0.60602 -4.39116  -0.820
C: -2.82157 -0.66962 -5.15838  -0.722
C: -1.77010 0.13864 -4.89421  0.021
C: -1.83133 1.06695 -3.89328  -0.575
C: -2.17968 3.77457 -2.59220  0.379
C: -1.07367 4.47569 -2.11388  -0.249
C: -0.64022 5.66352 -2.69263  -0.662
C: -1.35959 6.17561 -3.77005  -0.399
C: -2.43491 5.42905 -4.31948  -0.738
C: -2.83200 4.25293 -3.73443  -0.371
C: -1.73641 1.77936 -0.51281  0.939
C: -1.35940 0.51547 -0.01075  -0.912
N: -0.60903 0.80314 1.08677  1.281
N: -0.51250 2.15999 1.24331  -0.681
N: -1.18888 2.71734 0.27103  -0.936
P: -1.69126 -1.26793 -0.20635  0.361
Se: -1.30014 -2.11692 1.77831  -0.254
C: -3.36114 -1.51565 -0.77464  0.600
C: -3.72652 -2.56744 -1.59214  -0.003
C: -5.03234 -2.78940 -1.97350  -0.812
C: -5.97712 -1.83866 -1.59779  -0.460
C: -5.60250 -0.77042 -0.73252  -0.918
C: -4.31011 -0.62385 -0.29993  -0.722
C: -0.61544 -1.97579 -1.42642  0.570
C: -0.23269 -3.33118 -1.31970  -0.078
C: 0.61385 -3.87271 -2.26321  -1.083
C: 1.14620 -3.04823 -3.26752  -0.708
C: 0.76157 -1.69944 -3.36356  -0.495
C: -0.03878 -1.14295 -2.41458  -0.004
H: -4.95473 0.57257 -2.75190  0.679
H: -4.80962 -1.26102 -4.54075  0.602
H: -2.69621 -1.49416 -5.88610  0.391
H: -0.76113 0.12187 -5.40393  0.426
H: -1.00120 1.77331 -3.80962  0.281
H: -0.51803 4.05647 -1.27976  0.421
H: 0.24394 6.18989 -2.31472  0.423
H: -0.99896 7.17894 -4.11523  0.349
H: -2.89046 5.69244 -5.24735  0.445
H: -3.82210 3.85847 -3.99423  0.323
H: -2.92079 -3.22223 -1.99029  0.265
H: -5.24710 -3.64937 -2.59891  0.508
H: -6.99845 -1.96723 -1.87666  0.474
H: -6.29323 0.06140 -0.54665  0.482
H: -4.03567 0.16549 0.35922  1.013
H: -0.53810 -3.88249 -0.40428  0.481
H: 0.81370 -4.92237 -2.22007  0.545
H: 1.88774 -3.44051 -4.02095  0.370
H: 1.10204 -1.12026 -4.20677  0.565
H: -0.38501 -0.07813 -2.47932  -0.165
N: 5.02654 -0.70685 -3.28797  -0.325
C: 4.56191 -1.67463 -2.49994  0.258
O: 4.96317 -2.81184 -2.60482  -0.607
C: 3.55580 -1.28092 -1.41158  0.961
C: 3.09128 0.03289 -1.12475  -0.907
C: 2.21511 0.22057 -0.06058  -0.955
N: 1.80337 -0.79450 0.73768  1.258
C: 2.21079 -2.03042 0.44426  -0.865
C: 3.04902 -2.31217 -0.62666  -0.983
H: 5.73445 -1.05243 -3.96433  0.278
H: 4.85151 0.27943 -3.26600  0.152
H: 3.29553 0.83408 -1.82356  0.305
H: 1.72792 1.14509 0.17795  0.580
H: 1.86287 -2.76546 1.16198  0.574
H: 3.38057 -3.29611 -0.90470  0.629

Its expectation value of S² is 6.019. The spin multiplicity is 5. The calculation puts the total energy at -8424.61323 a.u. Its HOMO energy (alpha / beta) is -11.7211 / -11.6588 eV. The maximum force comes out at 3.256 eV/A. The LUMO energy (alpha / beta) comes out at -5.118 / -8.489 eV. Its total charge is +2.



[6]
The following is a DFT calculation (ωB97M-V/def2-TZVPD) of a structure of composition C22H44BiN3OP3S.

Last column: Mulliken charge in e.
Geometry (Å):
Bi: -0.24400 0.22499 0.50383  1.958
P: -2.12103 2.37040 0.81140  0.391
P: -2.29541 -1.29563 1.66860  0.508
P: 1.62566 1.88405 -0.61853  0.418
H: -1.51259 -4.30374 -2.19251  0.247
C: -0.50261 -4.07371 -2.58135  -0.491
C: 0.53797 -4.17052 -1.74799  -0.571
H: 0.38776 -4.50702 -0.70676  0.298
C: -3.12971 2.26224 -0.71944  -1.110
C: -3.34892 2.36175 2.17754  -1.079
C: -1.41555 4.06628 0.80777  -1.051
C: -1.90028 -3.07406 1.66276  -1.164
C: -2.72009 -1.01790 3.41420  -1.269
C: -3.93275 -1.28101 0.85736  -1.280
C: 2.98379 0.78616 -1.14911  -0.941
C: 2.44709 3.21882 0.32951  -1.261
C: 0.93588 2.71686 -2.10137  -0.910
H: -0.42838 -3.80627 -3.64396  0.338
H: 1.58740 -4.05277 -2.04314  0.256
H: -3.85985 3.08018 -0.78009  0.456
H: -3.66382 1.30119 -0.75206  0.302
H: -2.47366 2.30707 -1.60116  0.329
H: -3.96997 3.26594 2.15521  0.516
H: -2.84443 2.31388 3.15373  0.241
H: -4.00560 1.48314 2.10139  0.337
H: -2.20834 4.82630 0.83850  0.532
H: -0.80020 4.22443 -0.09313  0.235
H: -0.76311 4.20792 1.68462  0.317
H: -2.83690 -3.62266 1.83886  0.475
H: -1.18773 -3.29082 2.47271  0.403
H: -1.47485 -3.37240 0.69190  0.205
H: -3.56621 -1.67327 3.65752  0.455
H: -2.99748 0.02589 3.59518  0.270
H: -1.86423 -1.28225 4.04639  0.365
H: -4.54193 -2.05082 1.35402  0.503
H: -3.81795 -1.53485 -0.20691  0.393
H: -4.42401 -0.30197 0.95227  0.329
H: 3.67324 1.32765 -1.81117  0.470
H: 2.59162 -0.08505 -1.69437  0.278
H: 3.53388 0.41850 -0.26917  0.307
H: 3.21835 3.71231 -0.27709  0.450
H: 2.92650 2.82391 1.23168  0.340
H: 1.72029 3.97448 0.64090  0.330
H: 1.75850 2.97764 -2.77902  0.456
H: 0.41357 3.64344 -1.81663  0.353
H: 0.26757 2.04080 -2.65694  0.074
C: 0.90722 -1.18185 -4.83063  0.472
C: 0.47277 -0.47318 -5.97444  -0.548
C: 0.78372 -0.91732 -7.25815  -0.644
C: 1.53035 -2.09101 -7.43599  -0.422
C: 2.00375 -2.78358 -6.31801  -0.626
C: 1.69664 -2.33258 -5.01943  -0.307
S: 0.51493 -0.52430 -3.22181  -0.031
H: 0.24245 -1.53070 -2.31289  0.030
H: -0.10497 0.44164 -5.82837  0.363
H: 0.41881 -0.34518 -8.11767  0.374
H: 1.73731 -2.45837 -8.44696  0.391
H: 2.59473 -3.68324 -6.46522  0.397
H: 2.05451 -2.85335 -4.13800  0.359
C: 3.49863 -1.72131 3.51878  -0.834
N: 2.51002 -0.69127 3.80865  0.154
C: 2.43356 -0.11275 5.04933  -0.131
C: 1.50383 0.86934 5.27238  -1.091
C: 0.66974 1.27070 4.20856  0.782
N: 0.73639 0.66603 2.99815  0.241
C: 1.63509 -0.34356 2.81528  0.191
O: 1.69262 -0.94976 1.69088  -0.760
N: -0.19196 2.29457 4.36806  -0.306
H: 3.02146 -2.68191 3.28319  0.313
H: 4.12877 -1.81466 4.40087  0.317
H: 4.11213 -1.41125 2.66565  0.298
H: 3.16323 -0.44936 5.77975  0.412
H: 1.44023 1.36352 6.23777  0.446
H: -0.24054 2.74949 5.27328  0.230
H: -0.72285 2.64565 3.59111  -0.079

The spin multiplicity is 1. The calculation puts the total energy at -2740.12627 a.u. Its HOMO energy is -14.8417 eV. The maximum force comes out at 1.888 eV/A. The LUMO energy comes out at -10.457 eV. Its total charge is +3.